1.
Density functional theory data (the ωB97M-V functional and the def2-TZVPD basis) for C35H56InN2O5SbSe3 as an isolated structure.

Last column: Mulliken charge in e.
Element x y z (Å)
In (-0.094, 0.235, -2.546)  1.085
O (-4.725, 2.067, -4.929)  -0.492
C (-4.892, 2.364, -3.578)  -1.243
C (-3.618, 1.825, -2.866)  2.485
C (-3.718, 2.187, -1.376)  -1.101
O (-3.650, 3.588, -1.085)  -0.657
C (-3.722, 0.284, -3.082)  -1.566
Se (-2.358, -0.958, -2.151)  -0.302
C (-2.399, 2.454, -3.532)  -1.910
Se (-0.723, 2.717, -2.464)  -0.294
H (-5.340, 2.647, -5.389)  0.336
H (-5.803, 1.807, -3.129)  0.292
H (-5.009, 3.437, -3.371)  0.507
H (-2.833, 1.704, -0.880)  0.065
H (-4.644, 1.853, -0.905)  0.674
H (-2.804, 3.940, -1.450)  0.371
H (-3.709, 0.081, -4.164)  0.597
H (-4.654, -0.040, -2.653)  0.479
H (-2.652, 3.452, -3.878)  0.447
H (-2.230, 1.854, -4.391)  0.695
C (4.141, -1.921, -7.714)  -0.831
O (4.830, -0.993, -6.947)  -0.433
C (4.259, -0.461, -5.840)  0.780
C (5.076, 0.287, -5.008)  -0.937
C (4.592, 0.748, -3.820)  -0.908
C (3.268, 0.560, -3.441)  0.961
C (2.907, 1.055, -2.143)  0.928
C (3.878, 1.872, -1.318)  -1.726
O (1.776, 0.898, -1.582)  -0.325
C (2.411, -0.170, -4.276)  0.356
O (1.153, -0.367, -4.116)  -0.935
C (3.003, -0.796, -5.412)  -0.580
H (4.869, -2.186, -8.476)  0.240
H (3.269, -1.499, -8.161)  0.365
H (3.819, -2.775, -7.109)  0.339
H (6.085, 0.429, -5.339)  0.442
H (5.318, 1.232, -3.141)  0.168
H (4.918, 1.584, -1.421)  0.450
H (3.582, 1.777, -0.259)  0.294
H (3.699, 2.905, -1.536)  0.391
H (2.337, -1.391, -6.036)  0.377
C (3.835, -1.941, 4.066)  -1.594
C (3.385, -2.705, 2.829)  0.355
C (3.432, -1.874, 1.519)  -0.886
C (2.368, -0.852, 1.334)  -0.507
N (1.024, -1.394, 1.432)  1.180
C (0.356, -2.054, 0.411)  -1.362
Se (0.907, -2.321, -1.336)  0.018
N (-0.811, -2.427, 0.970)  1.625
C (-1.757, -3.394, 0.341)  -1.314
C (-1.701, -4.780, 0.987)  -0.745
C (-0.463, -5.616, 0.712)  -0.681
C (0.745, -5.208, 1.522)  -0.686
C (-0.886, -2.055, 2.288)  0.128
C (-1.893, -2.180, 3.199)  -0.697
C (-1.716, -1.661, 4.474)  -1.188
C (-0.487, -1.109, 4.846)  -0.965
C (0.495, -0.950, 3.897)  -0.522
C (0.295, -1.423, 2.617)  0.793
H (3.524, -2.452, 4.965)  0.383
H (3.475, -0.924, 4.042)  0.271
H (4.896, -1.905, 4.098)  0.495
H (2.365, -3.016, 2.900)  -0.278
H (4.008, -3.598, 2.657)  0.485
H (3.408, -2.460, 0.648)  0.430
H (4.401, -1.376, 1.538)  0.517
H (2.554, -0.365, 0.377)  -0.809
H (2.434, -0.008, 2.019)  0.685
H (-1.535, -3.544, -0.677)  0.592
H (-2.832, -2.986, 0.458)  0.377
H (-2.556, -5.288, 0.539)  0.518
H (-1.876, -4.809, 2.100)  0.273
H (-0.284, -5.564, -0.352)  0.343
H (-0.733, -6.662, 0.876)  0.369
H (1.375, -4.496, 1.002)  -0.023
H (1.479, -6.001, 1.614)  0.533
H (0.349, -4.850, 2.463)  0.154
H (-2.837, -2.658, 2.882)  0.448
H (-2.550, -1.705, 5.201)  0.359
H (-0.252, -0.669, 5.808)  0.495
H (1.350, -0.384, 4.182)  0.536
C (-1.780, 2.752, 5.679)  -0.931
C (-1.558, 3.665, 4.436)  -0.978
Sb (-0.246, 2.830, 2.913)  0.753
C (-1.655, 1.315, 2.280)  1.016
C (-3.098, 1.781, 2.268)  -1.368
C (-0.936, 4.172, 1.444)  -0.036
C (-0.657, 5.674, 1.686)  -1.458
H (-2.606, 3.099, 6.317)  0.347
H (-0.905, 2.605, 6.351)  0.316
H (-2.106, 1.736, 5.345)  0.119
H (-1.055, 4.577, 4.819)  0.416
H (-2.511, 3.814, 4.015)  0.464
H (-1.643, 0.370, 2.783)  -0.644
H (-1.239, 1.178, 1.255)  -0.195
H (-3.403, 2.176, 3.242)  0.319
H (-3.819, 0.974, 2.009)  0.418
H (-3.315, 2.597, 1.538)  0.223
H (-2.007, 3.988, 1.487)  0.022
H (-0.581, 3.883, 0.449)  0.104
H (-1.198, 6.020, 2.549)  0.367
H (-0.971, 6.228, 0.821)  0.401
H (0.384, 5.945, 1.779)  0.335

## Properties
* energy above the lowest of the compared OMol25 structures with the same formula, charge and spin: 31.0 kcal/mol
* E_LUMO: 0.21 eV
* multiplicity: 1


2.
Density functional theory data (the ωB97M-V functional and the def2-TZVPD basis) for a 4-piece molecular cluster, H7O4 overall.

Last column: natural (NBO) charge in e.
Element x y z (Å)
O (0.127, 0.232, 0.298)  -1.285
H (0.048, 0.324, 1.255)  0.421
O (1.543, -2.289, 0.413)  -0.992
H (2.402, -1.945, 0.674)  0.447
H (0.968, -1.504, 0.557)  0.514
O (-2.305, -0.942, -0.185)  -1.005
H (-1.328, -0.904, -0.045)  0.512
H (-2.372, -0.017, -0.471)  0.461
O (0.286, 2.692, -0.620)  -1.031
H (0.269, 1.723, -0.299)  0.521
H (0.362, 2.628, -1.576)  0.438

## Properties
* energy above the lowest of the compared OMol25 structures with the same formula, charge and spin: 5.4 kcal/mol
* net charge: -1
* E_LUMO: 4.50 eV
* multiplicity: 1


3.
Density functional theory data (the ωB97M-V functional and the def2-TZVPD basis) for C2H4N2OS as an isolated structure.

Last column: natural (NBO) charge in e.
Element x y z (Å)
C (-0.209, -0.061, -1.226)  0.256
C (-0.232, -0.180, 1.851)  0.209
H (0.383, 2.239, -1.467)  0.351
H (-1.002, -1.113, -1.637)  0.195
H (0.824, -1.471, -0.468)  0.408
H (-0.472, 0.734, 2.601)  0.161
N (-0.430, 1.185, -1.696)  -0.692
N (0.857, -0.519, -0.468)  -0.800
O (-0.843, -1.321, 1.684)  -0.545
S (1.124, 0.506, 0.827)  0.456

## Properties
* energy above the lowest of the compared OMol25 structures with the same formula, charge and spin: 131.0 kcal/mol
* E_LUMO: -0.07 eV
* multiplicity: 1


4.
Density functional theory data (the ωB97M-V functional and the def2-TZVPD basis) for C40H31N4O5PPbS as an isolated structure.

Last column: Mulliken charge in e.
Element x y z (Å)
Pb (-0.620, -0.843, -0.064)  2.036
O (3.536, -3.431, 5.421)  -0.726
C (3.597, -3.913, 4.279)  0.459
O (4.168, -4.918, 3.826)  -0.724
C (2.821, -3.097, 3.211)  -0.808
C (2.725, -3.544, 1.903)  -0.884
C (1.998, -2.807, 0.985)  1.009
N (1.379, -1.667, 1.320)  0.040
C (1.478, -1.217, 2.579)  0.621
C (2.190, -1.911, 3.544)  -0.696
C (0.779, 0.069, 2.897)  0.183
C (0.912, 0.679, 4.141)  -0.689
C (0.259, 1.875, 4.381)  -0.871
C (-0.516, 2.444, 3.383)  -1.107
C (-0.608, 1.777, 2.177)  -0.628
N (0.024, 0.627, 1.943)  1.006
C (1.860, -3.281, -0.427)  0.042
C (2.805, -4.131, -0.995)  -0.869
C (2.610, -4.578, -2.290)  -0.453
C (1.486, -4.171, -2.992)  -0.722
C (0.605, -3.308, -2.365)  -0.461
N (0.792, -2.873, -1.119)  0.188
H (3.216, -4.477, 1.660)  0.578
H (2.275, -1.597, 4.574)  0.650
H (1.520, 0.230, 4.911)  0.497
H (0.358, 2.358, 5.345)  0.447
H (-1.033, 3.382, 3.527)  0.538
H (-1.206, 2.164, 1.360)  0.680
H (3.679, -4.427, -0.434)  0.457
H (3.334, -5.239, -2.748)  0.443
H (1.297, -4.505, -4.002)  0.434
H (-0.283, -2.938, -2.866)  0.543
O (-2.379, 1.075, -0.656)  -0.586
S (-2.846, 0.520, -1.950)  1.292
O (-4.272, 0.425, -2.072)  -0.741
O (-2.114, -0.717, -2.270)  -0.703
C (-2.252, 1.706, -3.136)  0.099
C (-3.136, 2.190, -4.084)  -0.501
C (-2.705, 3.126, -5.015)  -0.592
C (-1.396, 3.574, -4.988)  -0.803
C (-0.512, 3.083, -4.036)  -0.265
C (-0.921, 2.144, -3.097)  -0.327
P (0.278, 1.505, -1.856)  1.183
C (1.834, 1.357, -2.800)  0.351
C (2.735, 2.399, -3.019)  -0.210
C (3.895, 2.182, -3.745)  -0.817
C (4.172, 0.922, -4.261)  -0.495
C (3.286, -0.123, -4.045)  -0.558
C (2.128, 0.095, -3.313)  -0.657
C (0.560, 2.945, -0.776)  0.543
C (1.661, 2.940, 0.082)  -0.513
C (1.830, 3.950, 1.014)  -0.760
C (0.894, 4.973, 1.110)  -0.680
C (-0.210, 4.978, 0.270)  -0.629
C (-0.379, 3.968, -0.668)  -0.654
H (-4.156, 1.830, -4.074)  0.563
H (-3.394, 3.504, -5.759)  0.393
H (-1.056, 4.308, -5.707)  0.430
H (0.510, 3.440, -4.031)  0.375
H (2.541, 3.380, -2.603)  0.428
H (4.588, 2.997, -3.907)  0.412
H (5.081, 0.755, -4.823)  0.395
H (3.499, -1.110, -4.435)  0.450
H (1.439, -0.725, -3.141)  0.282
H (2.388, 2.137, 0.025)  0.511
H (2.691, 3.938, 1.670)  0.457
H (1.027, 5.763, 1.837)  0.424
H (-0.944, 5.771, 0.342)  0.428
H (-1.249, 3.970, -1.313)  0.395
C (-5.905, -2.850, 4.111)  -1.401
C (-4.719, -2.430, 3.294)  1.167
C (-3.797, -3.351, 2.816)  -0.855
C (-2.725, -2.911, 2.060)  -0.456
N (-2.522, -1.629, 1.763)  -0.026
C (-3.408, -0.738, 2.216)  -0.301
C (-4.504, -1.091, 2.977)  -0.942
H (-5.928, -3.929, 4.253)  0.348
H (-6.831, -2.548, 3.621)  0.333
H (-5.884, -2.375, 5.093)  0.328
H (-3.907, -4.406, 3.030)  0.343
H (-1.992, -3.616, 1.682)  0.473
H (-3.235, 0.295, 1.934)  0.450
H (-5.192, -0.326, 3.314)  0.409

## Properties
* energy above the lowest of the compared OMol25 structures with the same formula, charge and spin: 0.0 kcal/mol
* E_LUMO: -0.70 eV
* multiplicity: 1


5.
Density functional theory data (the ωB97M-V functional and the def2-TZVPD basis) for a 2-piece molecular cluster, C6H18NO overall.

Last column: natural (NBO) charge in e.
Element x y z (Å)
C (0.869, 0.106, 1.179)  -0.652
C (2.344, -0.059, 0.884)  -0.018
C (2.682, 0.114, -0.582)  -0.646
N (3.101, 1.060, 1.659)  -0.684
H (0.614, 0.070, 2.238)  0.235
H (0.491, 1.006, 0.689)  0.227
H (0.367, -0.711, 0.667)  0.264
H (2.769, -0.972, 1.300)  0.226
H (2.316, 1.075, -0.952)  0.226
H (2.109, -0.647, -1.117)  0.261
H (3.733, -0.042, -0.793)  0.236
H (2.863, 1.066, 2.650)  0.441
H (4.111, 0.985, 1.535)  0.444
H (2.774, 1.960, 1.290)  0.437
C (-1.609, 0.244, -1.596)  -0.616
C (-2.954, -0.152, -1.022)  0.092
C (-2.817, -1.055, 0.187)  -0.631
O (-3.660, -0.795, -2.077)  -0.715
H (-1.727, 0.670, -2.591)  0.239
H (-0.955, -0.632, -1.666)  0.195
H (-1.139, 1.000, -0.968)  0.185
H (-3.510, 0.746, -0.728)  0.159
H (-2.278, -0.537, 0.980)  0.196
H (-2.259, -1.962, -0.059)  0.208
H (-3.781, -1.334, 0.604)  0.220
H (-4.453, -1.204, -1.710)  0.471

## Properties
* energy above the lowest of the compared OMol25 structures with the same formula, charge and spin: 17.2 kcal/mol
* net charge: +1
* E_LUMO: -3.66 eV
* multiplicity: 1


6.
Density functional theory data (the ωB97M-V functional and the def2-TZVPD basis) for C16H46CuN2O10P as an isolated structure.

Last column: Mulliken charge in e.
Element x y z (Å)
Cu (-1.126, 1.653, -1.294)  -0.238
P (-3.594, 4.964, -3.231)  0.774
O (-4.747, 6.029, -3.143)  -0.685
O (-2.545, 5.284, -2.187)  -0.481
O (-2.961, 5.088, -4.640)  -0.724
O (-4.238, 3.623, -2.959)  -0.520
C (-2.023, 3.231, 5.781)  -1.021
C (-1.957, 3.313, 4.266)  -0.182
O (-1.837, 4.655, 3.864)  -0.550
H (-2.271, 2.258, 6.204)  0.344
H (-2.855, 3.796, 6.200)  0.281
H (-1.133, 3.741, 6.152)  0.259
H (-2.810, 2.900, 3.727)  0.296
H (-1.032, 2.865, 3.901)  0.223
H (-1.847, 4.722, 2.906)  0.323
C (-0.718, 0.449, -8.922)  -0.921
C (-1.670, -0.098, -7.762)  -0.338
O (-1.247, 0.425, -6.582)  -0.485
H (0.250, -0.052, -8.931)  0.228
H (-0.639, 1.534, -8.862)  0.326
H (-1.213, 0.314, -9.884)  0.308
H (-1.535, -1.180, -7.759)  0.249
H (-2.700, 0.249, -7.838)  0.298
H (-1.457, 1.356, -6.692)  0.312
C (6.013, -2.153, -3.523)  -0.986
C (5.032, -0.952, -3.664)  -0.181
O (3.739, -1.514, -3.712)  -0.532
H (7.054, -1.836, -3.591)  0.333
H (5.811, -2.963, -4.224)  0.281
H (6.016, -2.503, -2.490)  0.247
H (5.167, -0.322, -4.542)  0.326
H (5.048, -0.393, -2.728)  0.198
H (3.133, -0.954, -4.202)  0.301
C (5.337, 5.458, 0.054)  -0.950
C (3.975, 5.380, 0.788)  -0.279
O (3.067, 4.589, 0.018)  -0.509
H (6.095, 5.894, 0.706)  0.311
H (5.297, 6.203, -0.740)  0.257
H (5.627, 4.489, -0.353)  0.288
H (3.510, 6.346, 0.984)  0.322
H (4.036, 4.869, 1.749)  0.219
H (2.298, 5.146, -0.122)  0.310
C (2.436, -4.025, 2.694)  -1.218
C (2.319, -2.450, 2.793)  0.180
C (3.698, -1.715, 3.026)  -0.679
O (4.073, -1.931, 4.411)  -0.296
C (5.338, -1.360, 4.750)  -0.735
N (1.727, -1.946, 1.555)  -0.593
H (3.025, -4.253, 1.805)  0.295
H (1.462, -4.512, 2.732)  0.359
H (3.060, -4.264, 3.555)  0.293
H (1.641, -2.195, 3.608)  0.331
H (3.598, -0.643, 2.855)  0.435
H (4.448, -2.061, 2.314)  0.315
H (5.280, -0.272, 4.774)  0.298
H (6.158, -1.709, 4.123)  0.290
H (5.525, -1.596, 5.798)  0.253
H (2.390, -2.224, 0.845)  0.224
H (0.797, -2.274, 1.335)  0.230
C (-5.130, -4.753, 0.082)  -1.421
C (-5.555, -3.265, 0.417)  0.526
C (-5.480, -2.852, 1.878)  -0.662
O (-6.501, -3.505, 2.607)  -0.304
C (-6.669, -3.127, 3.952)  -0.727
N (-4.650, -2.381, -0.270)  -0.695
H (-5.288, -4.957, -0.977)  0.369
H (-5.681, -5.512, 0.637)  0.322
H (-4.073, -4.921, 0.290)  0.356
H (-6.537, -3.108, -0.028)  0.238
H (-5.569, -1.776, 2.028)  0.377
H (-4.511, -3.129, 2.294)  0.311
H (-5.762, -3.284, 4.536)  0.299
H (-7.474, -3.724, 4.380)  0.223
H (-6.845, -2.052, 3.997)  0.302
H (-4.533, -2.665, -1.233)  0.234
H (-5.067, -1.462, -0.288)  0.237

## Properties
* energy above the lowest of the compared OMol25 structures with the same formula, charge and spin: 258.0 kcal/mol
* net charge: -2
* E_LUMO: 3.45 eV
* multiplicity: 1


no.,maximum force (eV Å⁻¹)
1,3.02
2,0.70
3,7.39
4,0.28
5,0.94
6,3.88